C4H9NO | ωB97M-V/def2-TZVPD

* charge: 0
* E_LUMO: 0.035 Ha
* 2S+1: 1
* SMILES: CCC(=O)NC

The geometry in XYZ format:
```
15
C4H9NO ωB97M-V/def2-TZVPD
C 0.11 1.88 1.44
C 0.29 0.35 1.35
C -0.04 -0.06 -0.11
O -0.35 0.80 -0.93
N 0.02 -1.35 -0.58
C -0.29 -1.51 -2.00
H -0.04 2.21 0.41
H -0.75 2.19 2.02
H 0.99 2.40 1.82
H 1.32 0.06 1.63
H -0.36 -0.17 2.08
H 0.22 -2.16 -0.02
H -0.17 -2.56 -2.29
H -1.32 -1.19 -2.21
H 0.37 -0.89 -2.60
```

=====

C4H9NO | ωB97M-V/def2-TZVPD

* charge: 0
* E_LUMO: 0.037 Ha
* 2S+1: 1
* SMILES: C=CN.CC=O

The geometry in XYZ format:
```
15
C4H9NO ωB97M-V/def2-TZVPD
C 2.52 2.62 -2.55
C 1.66 3.21 -1.70
N 1.69 4.53 -1.27
H 3.61 2.69 -2.42
H 2.27 1.82 -3.23
H 0.83 2.59 -1.37
H 2.51 5.08 -1.49
H 0.87 5.04 -1.55
O -2.85 -2.61 1.80
C -1.95 -3.27 2.23
C -1.27 -4.41 1.49
H -1.47 -2.97 3.18
H -0.30 -4.58 1.99
H -1.26 -4.21 0.43
H -1.57 -5.43 1.82
```

=====

Summary of calculated total energy in hartree
-287.808456, -287.708973
(order as listed above)
Summary of HOMO-LUMO gap in eV
10.65, 9.08
(order as listed above)
Summary of energy above the lowest of the compared OMol25 structures with the same formula, charge and spin in eV
0.653, 3.360
(order as listed above)